9 unconnected molecules or ions with the total composition C38H88Cl6N4O4 in a non-equilibrium geometry, computed with ωB97M-V/def2-TZVPD.

Element x y z (Å)
C: 3.964 5.134 -0.833
C: 2.635 5.878 -0.352
N: 2.087 5.210 0.884
C: 1.283 4.047 0.564
C: 0.043 4.504 -0.249
C: 2.925 5.072 2.039
C: 3.426 6.389 2.557
H: 4.672 4.948 -0.018
H: 4.576 5.660 -1.535
H: 3.680 4.132 -1.269
H: 2.857 6.937 -0.085
H: 1.880 5.913 -1.099
H: 1.758 3.185 0.036
H: 0.953 3.498 1.486
H: 0.274 4.635 -1.314
H: -0.813 3.880 -0.147
H: -0.224 5.469 0.136
H: 3.780 4.383 1.953
H: 2.337 4.653 2.871
H: 2.683 7.146 2.398
H: 4.326 6.746 2.023
H: 3.734 6.414 3.603
C: -3.792 0.468 1.239
C: -4.956 -0.484 1.549
N: -5.174 -0.907 2.895
C: -6.514 -1.549 3.023
C: -7.721 -0.638 2.867
C: -4.102 -1.908 3.203
C: -3.898 -2.220 4.625
H: -2.874 0.020 1.519
H: -3.850 1.304 1.905
H: -3.683 0.696 0.152
H: -5.858 -0.017 1.203
H: -4.777 -1.392 0.945
H: -6.584 -2.454 2.353
H: -6.621 -1.989 4.056
H: -7.851 -0.461 1.813
H: -8.634 -1.153 3.173
H: -7.531 0.281 3.414
H: -3.194 -1.589 2.723
H: -4.331 -2.839 2.745
H: -2.994 -2.804 4.700
H: -4.774 -2.699 5.099
H: -3.768 -1.259 5.151
C: 0.564 0.995 4.216
C: 1.024 -0.381 4.718
N: 2.521 -0.450 4.705
C: 3.006 -0.623 3.311
C: 4.442 -0.011 3.083
C: 3.006 -1.505 5.563
C: 3.150 -1.120 7.021
H: -0.484 1.170 4.361
H: 0.864 1.195 3.201
H: 1.109 1.660 4.870
H: 0.679 -0.576 5.752
H: 0.630 -1.234 4.099
H: 3.040 -1.655 3.070
H: 2.293 -0.078 2.680
H: 4.555 1.010 3.396
H: 5.083 -0.605 3.707
H: 4.821 -0.214 2.045
H: 3.945 -1.886 5.213
H: 2.335 -2.436 5.425
H: 3.923 -0.341 7.063
H: 3.454 -1.885 7.735
H: 2.169 -0.682 7.321
C: -2.218 -1.571 -1.596
C: -1.588 -0.351 -2.219
N: -0.087 -0.309 -2.127
C: 0.315 0.960 -2.786
C: 1.811 1.239 -2.750
C: 0.329 -0.355 -0.717
C: -0.162 0.796 0.160
H: -2.185 -1.508 -0.480
H: -1.693 -2.422 -1.957
H: -3.268 -1.605 -1.911
H: -1.809 -0.229 -3.298
H: -2.024 0.579 -1.814
H: -0.008 0.856 -3.813
H: -0.243 1.853 -2.406
H: 2.438 0.387 -2.968
H: 2.093 1.976 -3.444
H: 2.136 1.616 -1.749
H: 1.416 -0.427 -0.706
H: 0.022 -1.304 -0.261
H: 0.155 0.653 1.179
H: -1.271 0.815 0.109
H: 0.240 1.803 -0.065
C: -5.918 0.597 -3.140
C: -5.100 1.881 -3.306
O: -4.009 1.648 -4.168
C: -4.182 1.936 -5.472
C: -2.984 1.589 -6.353
O: -5.186 2.448 -5.883
H: -5.778 0.163 -4.117
H: -6.975 0.793 -2.843
H: -5.500 -0.023 -2.308
H: -5.677 2.680 -3.777
H: -4.746 2.245 -2.328
H: -2.255 2.365 -6.344
H: -3.231 1.400 -7.387
H: -2.539 0.662 -5.923
C: -0.816 -6.069 -3.786
C: 0.086 -6.251 -2.560
O: 0.613 -4.985 -2.229
C: 1.807 -4.634 -2.756
C: 2.321 -3.447 -2.051
O: 2.338 -5.303 -3.601
H: -1.686 -5.503 -3.440
H: -1.114 -7.077 -4.079
H: -0.302 -5.520 -4.577
H: -0.375 -6.647 -1.634
H: 0.932 -6.900 -2.702
H: 3.227 -3.135 -2.530
H: 2.621 -3.757 -1.019
H: 1.593 -2.615 -1.860
Cl: 3.997 -1.205 -5.090
C: 2.263 -0.999 -5.645
C: 1.369 -1.917 -4.800
Cl: -0.311 -2.034 -5.577
H: 2.196 -1.328 -6.711
H: 2.032 0.058 -5.501
H: 1.287 -1.577 -3.780
H: 1.771 -2.963 -4.840
Cl: 4.206 -0.092 -0.640
C: 4.989 1.341 -1.434
C: 6.327 1.713 -0.796
Cl: 7.466 0.397 -0.927
H: 4.280 2.153 -1.339
H: 5.117 1.099 -2.476
H: 6.149 1.998 0.303
H: 6.755 2.572 -1.300
Cl: -0.638 -5.721 1.721
C: 0.398 -4.571 1.029
C: 0.597 -3.337 1.830
Cl: -0.990 -2.555 1.890
H: 0.066 -4.349 0.005
H: 1.350 -5.082 1.053
H: 1.327 -2.591 1.413
H: 0.954 -3.591 2.849

Structure (SMILES) ... CCN(CC)CC.CCN(CC)CC.CCN(CC)CC.CCN(CC)CC.CCOC(C)=O.CCOC(C)=O.ClCCCl.ClCCCl.ClCCCl
LUMO energy ... 0.47 eV
Energy ... -4781.7049 a.u.
HOMO energy ... -8.474 eV
Frontier orbital gap ... 8.943 eV
M ... 877.86 u
Charge ... 0